[1]
C24H38N2O7 | ωB97M-V/def2-TZVPD

Results
spin multiplicity: 1
SMILES: O=CCc1cccc2c1C(=O)C=CC2=O.COCCNCCOC.COCCNCCOC
total charge: 0

```
71
Properties=species:S:1:pos:R:3:forces:R:3:mulliken_charge:R:1
O 7.326 1.385 2.146 0.1 -0.3 0.4 -0.448
C 7.345 2.185 1.255 -0.3 0.1 0.0 0.048
C 6.300 2.215 0.161 0.5 -0.4 -0.2 -1.408
C 5.419 0.994 0.218 -0.2 0.4 -0.1 0.966
C 5.969 -0.227 -0.169 -0.2 -0.1 0.0 -0.396
C 5.235 -1.399 -0.136 -0.1 0.5 0.1 -0.907
C 3.923 -1.357 0.310 0.2 -0.2 -0.2 -0.718
C 3.362 -0.158 0.714 0.1 -0.2 -0.1 0.500
C 4.095 1.037 0.662 0.3 -0.4 -0.2 0.105
C 3.401 2.282 1.076 -0.1 -0.1 0.1 0.736
O 3.708 3.396 0.717 0.2 0.3 -0.1 -0.652
C 2.222 2.116 1.949 -0.3 -0.2 0.3 -0.731
C 1.532 0.979 2.007 0.3 0.5 0.2 -0.345
C 1.964 -0.181 1.211 -0.1 0.1 0.2 0.128
O 1.207 -1.100 0.995 0.0 -0.3 0.0 -0.497
H 8.153 2.931 1.217 0.0 0.2 -0.2 0.410
H 5.749 3.145 0.176 0.0 0.2 0.1 0.468
H 6.857 2.206 -0.778 0.0 0.1 -0.2 0.446
H 6.993 -0.268 -0.511 0.1 0.1 0.0 0.433
H 5.684 -2.324 -0.453 0.0 -0.2 0.0 0.439
H 3.354 -2.274 0.341 -0.3 0.1 0.1 0.519
H 1.899 2.990 2.494 0.0 0.2 0.0 0.412
H 0.641 0.920 2.607 -0.3 -0.3 0.0 0.447
C -0.535 -3.200 -0.642 0.0 -0.2 -0.2 -0.225
O -0.572 -4.560 -0.240 -0.1 0.2 0.0 -0.377
C -0.241 -4.778 1.125 0.1 -0.2 0.0 -0.531
C -1.455 -5.162 1.947 -0.1 0.1 -0.1 -0.280
N -2.374 -4.043 2.114 -0.1 -0.1 -0.1 -0.198
C -3.684 -4.387 2.663 0.1 0.1 0.0 -0.730
C -4.563 -5.389 1.918 -0.1 -0.1 0.1 -0.457
O -5.096 -4.922 0.694 0.1 0.0 0.0 -0.425
C -4.227 -4.997 -0.421 -0.2 0.1 0.0 -0.460
H -0.562 -3.181 -1.731 0.0 -0.1 0.0 0.338
H -1.403 -2.642 -0.271 0.1 0.1 0.1 0.152
H 0.376 -2.710 -0.302 -0.1 0.0 0.0 0.022
H 0.266 -3.906 1.549 -0.1 0.1 0.0 0.204
H 0.461 -5.617 1.148 0.0 0.0 0.0 0.372
H -1.120 -5.492 2.936 0.0 0.0 0.0 0.372
H -1.924 -6.021 1.451 0.1 -0.1 0.0 0.171
H -2.506 -3.586 1.222 0.0 0.0 0.0 -0.006
H -4.250 -3.457 2.745 0.0 0.0 0.0 0.369
H -3.536 -4.760 3.682 0.0 0.0 0.0 0.386
H -5.431 -5.582 2.554 0.0 0.0 0.0 0.350
H -4.067 -6.356 1.772 0.1 0.0 -0.1 0.343
H -3.585 -5.880 -0.378 0.1 0.0 0.0 0.263
H -3.612 -4.098 -0.513 0.1 -0.1 0.0 0.108
H -4.847 -5.062 -1.315 0.0 0.0 0.0 0.301
C -1.558 0.958 -1.171 0.0 0.0 0.1 -0.596
O -1.336 2.082 -0.341 0.0 -0.1 -0.1 -0.390
C -0.161 2.826 -0.638 0.0 0.1 0.2 -0.618
C -0.474 4.164 -1.275 -0.2 -0.1 -0.2 -0.174
N -0.987 4.015 -2.631 -0.1 0.0 0.1 -0.341
C -1.548 5.228 -3.224 0.1 -0.2 0.0 -0.739
C -2.719 5.922 -2.533 0.0 0.2 -0.1 -0.447
O -3.947 5.221 -2.587 0.0 -0.1 0.1 -0.427
C -4.111 4.197 -1.624 -0.1 0.0 -0.1 -0.503
H -2.331 0.352 -0.699 0.0 0.0 0.0 0.226
H -1.908 1.241 -2.169 0.1 0.0 0.0 0.308
H -0.653 0.350 -1.268 0.0 0.0 0.0 0.248
H 0.529 2.242 -1.256 -0.1 0.0 -0.1 0.477
H 0.329 3.014 0.318 0.1 0.1 0.0 0.116
H 0.445 4.758 -1.308 0.0 0.0 0.0 0.392
H -1.182 4.681 -0.614 0.1 0.0 0.1 0.156
H -1.694 3.293 -2.641 0.0 0.0 0.0 0.110
H -1.873 4.969 -4.234 0.0 0.0 0.0 0.377
H -0.738 5.957 -3.329 0.0 0.0 0.0 0.400
H -2.898 6.854 -3.075 0.0 0.0 0.0 0.357
H -2.490 6.206 -1.499 0.0 -0.1 0.0 0.333
H -3.644 4.455 -0.671 0.1 0.0 0.0 0.265
H -3.718 3.242 -1.982 0.1 0.0 0.1 0.150
H -5.182 4.070 -1.462 0.0 0.0 0.0 0.303
```
Forces are in eV/Å.

[2]
C24H38N7O11 | ωB97M-V/def2-TZVPD

Results
spin multiplicity: 1
energy relative to the best compared isomer or geometry (same formula, charge and spin): 0.00 kJ/mol
total charge: -1

```
80
Properties=species:S:1:pos:R:3:forces:R:3:mulliken_charge:R:1
N 0.072 20.289 41.889 3.2 -1.4 -2.8 0.823
O -0.770 20.784 41.127 -1.2 0.3 1.0 -0.608
O 1.266 20.775 41.812 -1.3 -0.2 1.2 -0.579
O -0.069 19.142 42.393 -0.7 1.1 0.7 -0.526
C -1.954 23.864 42.749 -0.1 -1.2 -0.4 0.057
C -3.306 23.348 42.857 0.3 6.3 3.4 -0.482
C -4.294 24.306 43.707 8.0 0.0 -1.4 -0.630
C -3.738 25.514 44.398 3.5 -3.8 -3.8 0.184
C -2.299 25.863 44.318 1.9 -0.9 -1.3 -0.327
C -1.391 24.993 43.459 -7.0 -0.1 1.6 -0.430
N -4.664 26.394 44.917 0.8 3.7 3.3 0.920
O -4.189 27.496 45.432 -1.8 -2.9 -1.7 -0.602
O -5.819 26.048 44.990 -0.5 0.6 -0.1 -0.597
H -1.225 23.266 42.019 -1.6 1.3 1.8 0.023
H -3.527 22.483 42.296 -0.9 -0.7 -0.2 0.512
H -5.292 24.203 43.747 -3.3 -0.8 0.1 0.535
H -1.772 26.821 44.849 -1.9 -2.6 -1.4 0.245
H -0.409 25.146 43.245 2.7 1.0 -0.1 0.575
C 4.605 18.070 39.353 -0.3 5.1 8.9 -0.931
C 3.687 19.003 40.292 5.0 -2.1 1.2 -0.434
C 4.237 19.351 41.633 -0.3 -0.3 -2.0 -0.075
C 5.715 19.150 41.923 -3.6 -2.0 -2.8 0.185
C 6.515 18.390 40.955 -0.1 -1.1 1.0 -0.313
C 5.888 17.760 39.740 -0.1 2.5 2.2 -0.494
N 6.210 19.676 43.209 1.0 3.3 0.9 0.827
O 5.516 20.297 44.085 1.0 -2.7 -2.8 -0.540
O 7.440 19.764 43.222 -0.7 -0.8 0.5 -0.540
H 4.298 17.859 38.469 -2.3 -1.7 -5.6 0.756
H 2.722 19.367 39.956 0.0 -0.3 0.3 0.532
H 3.463 19.812 42.385 1.9 -0.6 -1.5 0.415
H 7.633 18.068 41.216 -2.7 1.1 -0.6 0.255
H 6.415 17.215 38.981 0.9 -0.3 0.3 0.340
C -3.394 19.255 43.980 -2.2 1.9 4.7 0.102
O -3.672 20.032 44.959 1.2 -1.7 -2.8 -0.743
N -3.799 17.991 43.990 -0.6 -1.9 -0.3 0.159
C -3.538 17.160 42.826 4.7 -1.2 1.2 -1.014
C -4.404 17.277 45.131 0.3 -0.1 0.7 -0.876
H -2.891 19.517 43.090 0.9 0.7 -1.1 0.413
H -4.298 17.296 42.213 -3.5 0.3 -3.3 0.574
H -3.429 16.044 43.000 -0.1 1.4 0.4 0.320
H -2.570 17.457 42.273 -1.4 -0.2 1.0 0.158
H -5.052 16.364 44.914 0.6 1.7 -0.4 0.336
H -4.847 17.925 45.925 0.2 -0.2 -1.1 0.295
H -3.517 16.853 45.569 0.3 -0.6 0.9 0.274
C -0.203 16.413 44.631 3.0 -5.7 -2.3 -0.048
O 0.227 15.489 43.772 -1.9 3.6 3.9 -0.718
N -0.023 16.311 45.973 0.2 -1.4 -2.7 0.184
C -0.302 17.359 46.850 -4.7 1.9 -1.4 -1.037
C 0.611 15.099 46.553 2.0 2.1 0.1 -0.806
H -0.709 17.236 44.232 -0.7 1.7 -0.3 0.521
H -0.571 18.382 46.443 1.2 -1.2 -0.4 0.282
H 0.426 17.408 47.545 2.1 0.5 2.6 0.418
H -1.300 17.126 47.224 0.1 0.0 1.3 0.378
H 1.497 15.061 45.896 0.2 -0.6 0.7 0.318
H 0.110 14.152 46.340 -0.5 0.3 0.7 0.296
H 0.961 15.403 47.662 -1.1 -1.3 -2.6 0.222
C 0.399 17.984 38.907 -0.3 2.9 -0.1 0.527
O 0.125 18.390 37.777 0.3 -0.4 0.5 -0.690
N 0.694 16.674 39.139 -0.4 2.3 1.2 0.245
C 0.933 16.245 40.548 0.8 -0.1 -2.9 -1.021
C 1.026 15.852 38.022 1.6 -4.8 1.5 -0.884
H 0.438 18.920 39.752 -0.1 -3.3 -1.3 -0.030
H 0.158 15.672 40.919 -1.8 -1.0 0.8 0.381
H 1.086 17.117 41.072 -0.1 1.9 1.6 0.199
H 1.824 15.665 40.660 0.8 -0.4 -0.3 0.383
H 1.417 16.223 37.026 -1.1 0.3 1.5 0.289
H 0.218 14.921 37.913 2.0 2.5 -0.1 0.257
H 1.979 15.353 38.591 -1.8 0.2 -2.2 0.263
C 1.342 24.030 40.009 -1.1 -8.3 0.8 0.341
O 1.111 25.067 40.470 -0.4 5.6 1.3 -0.563
N 1.757 23.648 38.811 1.1 0.4 -3.5 0.032
C 1.743 22.268 38.217 -4.6 1.9 1.7 -0.935
C 1.825 24.721 37.751 3.4 -1.8 3.5 -1.236
H 1.055 23.049 40.593 0.7 1.2 -0.4 0.130
H 1.055 21.638 38.852 1.4 0.2 -0.6 0.180
H 2.616 21.916 37.847 3.5 -1.3 0.4 0.460
H 1.272 22.338 37.235 -1.0 0.3 0.1 0.414
H 2.308 24.227 36.963 0.5 -0.1 -1.5 0.480
H 2.487 25.470 38.189 -0.3 0.4 -0.5 0.341
H 0.879 25.022 37.592 -3.1 1.4 -1.0 0.349
```
Forces are in eV/Å.

[3]
C24H38OPZr | ωB97M-V/def2-TZVPD

Results
spin multiplicity: 1
total charge: +1

```
65
Properties=species:S:1:pos:R:3:forces:R:3:nbo_charge:R:1
C 1.601 -2.020 0.343 -0.4 0.1 -1.1 -0.119
C 2.089 -1.295 -0.791 -0.6 -0.2 0.1 -0.180
C 1.088 -1.355 -1.823 -0.2 -1.2 0.9 -0.171
C -0.007 -2.142 -1.326 1.3 0.2 0.3 -0.097
C 0.293 -2.503 0.029 0.5 0.4 -0.6 -0.123
Zr 0.141 0.012 -0.002 -2.5 -1.1 -0.9 1.896
C -1.919 1.710 -1.733 -0.2 0.4 0.4 -0.094
C -1.944 1.134 -0.310 1.2 1.1 0.1 -0.599
H -2.107 1.901 0.463 -0.1 -0.2 -0.2 0.197
C -2.159 -0.219 0.041 0.3 -1.4 0.6 -0.767
H -2.624 -0.933 -0.655 0.3 0.4 0.3 0.221
H -2.415 -0.454 1.091 -0.2 0.2 -0.5 0.204
C -2.752 3.004 -1.774 0.0 0.1 -0.2 -0.591
H -2.384 3.758 -1.070 0.0 -0.1 0.0 0.205
H -2.720 3.448 -2.774 0.0 0.0 0.1 0.207
H -3.799 2.789 -1.530 0.2 0.0 0.0 0.224
C -2.512 0.738 -2.761 0.1 -0.1 -0.1 -0.597
H -1.880 -0.153 -2.892 -0.2 0.2 0.1 0.209
H -3.510 0.414 -2.442 0.2 0.1 -0.1 0.231
H -2.607 1.227 -3.739 0.0 -0.2 0.2 0.213
C 3.449 -0.711 -0.916 0.5 0.2 0.0 -0.623
H 3.713 -0.123 -0.025 0.1 -0.1 -0.2 0.206
H 4.210 -1.496 -1.029 -0.1 0.2 0.0 0.231
H 3.524 -0.053 -1.788 0.0 -0.1 0.1 0.225
C 1.273 -0.901 -3.224 0.0 0.3 -0.4 -0.633
H 1.752 0.082 -3.251 0.0 -0.2 -0.1 0.225
H 1.901 -1.609 -3.786 -0.2 0.2 0.1 0.233
H 0.314 -0.806 -3.742 0.2 0.0 0.0 0.220
C -1.111 -2.717 -2.138 -0.5 -0.1 -0.1 -0.634
H -1.225 -2.192 -3.091 0.0 -0.1 0.1 0.221
H -0.916 -3.778 -2.371 0.0 0.4 0.1 0.235
H -2.066 -2.672 -1.602 0.1 -0.1 -0.2 0.221
C -0.557 -3.349 0.910 -0.3 -0.3 0.2 -0.629
H -1.606 -3.322 0.594 0.2 0.0 0.1 0.229
H -0.232 -4.400 0.882 -0.1 0.2 0.0 0.233
H -0.511 -3.015 1.956 0.0 -0.1 -0.2 0.211
C 2.391 -2.373 1.551 0.1 0.1 0.6 -0.630
H 1.739 -2.515 2.425 0.2 0.0 -0.1 0.214
H 2.944 -3.313 1.403 -0.2 0.2 0.0 0.239
H 3.126 -1.595 1.793 -0.1 -0.2 0.0 0.216
C 0.562 2.087 -1.147 1.2 1.1 -1.2 -0.472
C -0.460 2.049 -2.132 -0.4 0.3 0.8 0.076
C 1.925 2.256 -1.554 -1.0 0.7 0.1 -0.126
C -0.144 2.371 -3.450 0.4 -0.4 -0.4 -0.179
H 0.293 2.403 -0.115 -0.1 -0.9 -0.3 0.264
C 2.208 2.542 -2.880 0.4 -0.2 -0.1 -0.247
H 2.705 2.250 -0.788 -0.2 0.1 -0.3 0.222
C 1.175 2.607 -3.826 -0.2 0.1 0.1 -0.153
H -0.946 2.431 -4.192 0.4 -0.1 0.2 0.224
H 3.238 2.728 -3.194 -0.3 -0.2 0.1 0.235
H 1.402 2.840 -4.871 0.0 0.0 0.4 0.234
C 1.289 0.775 4.521 0.1 0.0 0.5 -1.017
P 0.184 1.282 3.217 0.0 -1.0 -2.0 1.942
C 0.367 3.039 2.931 0.0 0.2 0.1 -1.006
C -1.520 0.902 3.621 -0.1 0.1 0.4 -1.007
O 0.560 0.503 1.906 0.1 1.0 2.4 -1.142
H 0.714 0.333 5.342 0.2 0.1 -0.1 0.273
H 1.845 1.645 4.889 -0.1 -0.2 0.0 0.270
H 2.007 0.034 4.149 -0.3 0.2 0.0 0.290
H 1.438 3.287 2.916 -0.3 0.0 -0.1 0.270
H -0.107 3.345 1.987 0.1 -0.2 0.3 0.271
H -0.117 3.584 3.751 0.2 0.0 -0.1 0.271
H -2.193 1.085 2.770 0.4 0.0 0.2 0.285
H -1.599 -0.152 3.933 0.0 0.4 -0.1 0.274
H -1.829 1.552 4.452 0.0 -0.2 -0.1 0.266
```
Forces are in eV/Å.

[4]
C24H39BrN2O7 | ωB97M-V/def2-TZVPD

Results
spin multiplicity: 1
SMILES: COCCCCCC1=C(Br)C(=O)C(N=C=O)=C(N(C)C(C)=O)C1=O.CCOCC.CCOCC
total charge: 0

```
73
Properties=species:S:1:pos:R:3:forces:R:3:mulliken_charge:R:1
C 8.782 -1.922 1.781 0.6 0.1 0.2 -0.557
O 8.494 -1.277 0.559 -0.4 -0.3 0.4 -0.421
C 7.129 -0.893 0.440 0.2 0.2 -0.9 -0.604
C 6.987 0.636 0.529 -0.4 -0.3 0.3 -0.740
C 5.676 1.072 1.237 1.3 -0.5 -0.4 -0.065
C 5.849 0.803 2.735 0.0 0.5 -0.3 0.107
C 4.658 1.239 3.593 -0.6 0.6 -0.4 -1.691
C 3.472 0.318 3.509 0.3 0.2 -0.2 0.699
C 3.477 -0.930 3.933 -0.2 -1.1 0.3 0.546
Br 4.957 -1.784 4.776 -0.5 0.2 0.0 -0.118
C 2.242 -1.785 3.778 0.4 0.5 -0.3 0.002
O 1.929 -2.634 4.557 -0.1 -0.7 0.1 -0.541
C 1.432 -1.487 2.532 -0.2 -0.2 0.2 0.400
N 0.761 -2.533 1.849 -0.1 -0.6 0.4 -0.420
C 1.424 -3.561 1.766 2.0 0.0 -0.2 0.660
O 2.248 -4.380 1.628 -1.7 0.2 0.1 -0.417
C 1.386 -0.240 2.097 0.1 1.2 0.2 0.281
N 0.681 0.259 0.972 0.4 -1.4 0.5 0.232
C -0.764 -0.064 0.971 -0.5 -0.2 -0.7 -1.089
C 1.317 0.017 -0.277 0.1 0.6 -0.3 0.656
C 2.462 -0.966 -0.488 0.3 0.3 0.8 -0.878
O 0.951 0.655 -1.225 -0.5 0.0 -0.5 -0.602
C 2.147 0.780 2.923 0.7 -0.6 0.0 -0.285
O 1.751 1.888 3.130 -0.2 0.6 -0.2 -0.553
H 8.796 -3.015 1.698 -0.2 0.0 -0.2 0.260
H 8.092 -1.642 2.584 0.0 0.0 -0.1 0.177
H 9.785 -1.616 2.090 0.0 0.0 0.0 0.270
H 6.487 -1.416 1.155 0.2 0.0 0.2 0.407
H 6.813 -1.240 -0.550 -0.1 0.1 0.0 0.358
H 7.054 1.069 -0.469 0.0 0.0 0.0 0.359
H 7.839 1.005 1.104 0.0 0.1 -0.1 0.363
H 5.565 2.135 1.021 -0.5 0.0 0.2 0.437
H 4.879 0.476 0.780 -0.3 0.3 0.2 -0.207
H 6.139 -0.237 2.864 -0.2 0.0 0.2 -0.147
H 6.709 1.398 3.060 0.0 0.0 0.0 0.372
H 4.330 2.207 3.200 0.0 0.0 0.1 0.328
H 4.934 1.441 4.628 0.1 -0.4 0.1 0.477
H -1.040 -0.687 1.818 0.2 0.2 0.2 0.320
H -1.414 0.808 0.932 0.3 0.2 0.1 0.319
H -0.981 -0.673 0.092 -0.2 0.2 0.0 0.536
H 2.203 -1.635 -1.304 -0.1 0.1 0.0 0.339
H 3.328 -0.372 -0.785 0.0 -0.1 -0.2 0.233
H 2.765 -1.533 0.388 -0.1 -0.1 -0.1 0.167
C -5.308 -0.466 0.506 0.0 -0.2 0.0 -1.192
C -4.420 -0.195 -0.697 -0.2 0.1 0.0 -0.136
O -3.472 -1.219 -0.945 0.3 0.0 0.1 -0.332
C -3.997 -2.501 -1.231 -0.1 -0.1 -0.1 -0.353
C -4.870 -2.541 -2.473 -0.1 0.1 0.0 -1.047
H -4.704 -0.670 1.393 0.0 0.1 0.0 0.289
H -5.947 0.395 0.707 0.0 0.0 0.0 0.418
H -5.956 -1.330 0.346 -0.1 0.1 0.0 0.298
H -3.843 0.712 -0.512 0.1 -0.1 -0.1 0.330
H -5.019 -0.003 -1.593 0.0 0.0 0.0 0.185
H -4.536 -2.896 -0.362 -0.1 0.0 0.0 0.324
H -3.133 -3.151 -1.382 0.1 0.1 0.0 0.327
H -5.783 -1.957 -2.345 0.0 0.0 0.0 0.227
H -5.162 -3.568 -2.698 0.0 0.0 0.0 0.390
H -4.335 -2.131 -3.331 0.0 0.0 0.0 0.295
C -8.409 2.211 -3.154 0.0 0.0 -0.2 -1.146
C -7.054 2.552 -2.557 -0.1 0.0 0.0 -0.206
O -5.963 1.988 -3.259 0.1 -0.2 0.1 -0.314
C -5.814 2.386 -4.610 0.0 0.1 -0.1 -0.382
C -5.593 3.878 -4.789 -0.1 0.1 0.1 -1.079
H -8.521 1.131 -3.259 0.0 0.0 0.1 0.300
H -9.210 2.588 -2.517 0.0 0.0 0.0 0.394
H -8.537 2.652 -4.144 0.0 0.0 0.0 0.272
H -7.000 2.145 -1.546 0.1 -0.1 0.0 0.260
H -6.930 3.636 -2.463 0.0 0.0 0.0 0.311
H -6.668 2.044 -5.205 0.0 0.1 0.0 0.318
H -4.941 1.850 -4.983 0.0 -0.1 0.1 0.320
H -6.469 4.455 -4.490 0.0 0.0 -0.1 0.273
H -5.386 4.107 -5.835 0.0 0.0 0.0 0.385
H -4.752 4.216 -4.181 0.0 0.0 0.0 0.301
```
Forces are in eV/Å.

| no. | orbital gap (eV) | total energy (eV) |
| --- | --- | --- |
| 1 | 7.16 | -42813.324 |
| 2 | 7.07 | -58439.765 |
| 3 | 6.27 | -38117.786 |
| 4 | 8.40 | -112872.231 |